Entry from the Open Molecules 2025 dataset: a single C4H7NO2 molecule (ωB97M-V/def2-TZVPD).

- HOMO-LUMO gap (eV) = 11.54
- E_HOMO (eV) = -10.54
- SMILES = [H]/N=C1/CO[C@H](C)O1
- molar mass (g/mol) = 101.10
- 2S+1 = 1
- energy above the lowest of the compared OMol25 structures with the same formula, charge and spin (kcal per mole) = 33.3
- LUMO (eV) = 1.01

Last column: Löwdin charge in e.
Atoms and positions in Å:
H 2.594 1.389 0.760  0.070
N 2.577 0.409 0.472  0.181
C 1.480 0.133 -0.078  -0.428
C 0.992 -1.243 -0.502  -0.089
O -0.424 -1.100 -0.480  -0.052
C -0.642 0.112 0.196  -0.427
C -2.038 0.627 0.004  0.007
O 0.407 0.975 -0.257  0.036
H 1.316 -1.489 -1.519  0.134
H 1.324 -2.018 0.196  0.133
H -0.430 -0.013 1.269  0.159
H -2.118 1.643 0.400  0.092
H -2.698 -0.024 0.585  0.092
H -2.341 0.601 -1.044  0.093

Entry from the Open Molecules 2025 dataset: a single C4H7NO2 molecule (ωB97M-V/def2-TZVPD).

- HOMO-LUMO gap (eV) = 11.05
- E_HOMO (eV) = -10.33
- SMILES = CCC(=O)NC=O
- molar mass (g/mol) = 101.10
- 2S+1 = 1
- energy above the lowest of the compared OMol25 structures with the same formula, charge and spin (kcal per mole) = 26.2
- LUMO (eV) = 0.72

Last column: Löwdin charge in e.
Atoms and positions in Å:
C -0.368 0.143 -1.998  -0.103
C 0.181 -0.448 -0.646  -0.149
C 0.392 0.818 0.256  -0.476
O 0.762 1.859 -0.227  0.093
N 0.118 0.582 1.593  0.129
C 0.007 -0.705 2.172  -0.277
O 0.193 -0.780 3.359  0.053
H -1.051 -0.582 -2.540  0.089
H -1.060 0.942 -1.820  0.062
H 0.446 0.459 -2.599  0.056
H -0.639 -1.211 -0.420  0.117
H 1.141 -0.919 -0.781  0.106
H -0.052 1.481 2.053  0.168
H -0.069 -1.638 1.598  0.132

Entry from the Open Molecules 2025 dataset: a single C4H7NO2 molecule (ωB97M-V/def2-TZVPD).

- HOMO-LUMO gap (eV) = 10.43
- E_HOMO (eV) = -9.69
- SMILES = NC(=O)C[C@H]1CO1
- molar mass (g/mol) = 101.10
- 2S+1 = 1
- energy above the lowest of the compared OMol25 structures with the same formula, charge and spin (kcal per mole) = 63.9
- LUMO (eV) = 0.74

Last column: Löwdin charge in e.
Atoms and positions in Å:
N -0.366 -0.598 2.465  0.169
C 0.025 -0.586 1.169  -0.520
O -0.007 -1.614 0.506  0.035
C 0.568 0.602 0.400  -0.074
C 0.728 -0.045 -0.962  -0.118
C -0.400 -0.024 -1.911  -0.273
O 0.257 1.169 -2.084  -0.089
H -0.683 -1.495 2.807  0.115
H -0.376 0.195 3.080  0.104
H 1.500 0.992 0.848  0.132
H -0.095 1.445 0.216  0.126
H 1.636 -0.695 -0.985  0.155
H -1.395 0.001 -1.455  0.119
H -0.352 -0.688 -2.781  0.119

Entry from the Open Molecules 2025 dataset: a single C4H7NO2 molecule (ωB97M-V/def2-TZVPD).

- HOMO-LUMO gap (eV) = 11.01
- E_HOMO (eV) = -10.24
- SMILES = C[C@H]1CNC(=O)O1
- molar mass (g/mol) = 101.10
- 2S+1 = 1
- energy above the lowest of the compared OMol25 structures with the same formula, charge and spin (kcal per mole) = 6.7
- LUMO (eV) = 0.77

Last column: Löwdin charge in e.
Atoms and positions in Å:
C 0.673 1.583 -0.802  -0.031
C -0.098 0.542 -0.034  -0.359
C -0.309 -0.827 -0.662  -0.136
N -0.564 -1.634 0.524  0.081
C 0.081 -1.011 1.603  -0.545
O 0.194 -1.431 2.720  0.125
O 0.588 0.184 1.183  0.052
H 1.624 1.194 -1.176  0.088
H 0.873 2.444 -0.158  0.087
H 0.070 1.923 -1.651  0.088
H -1.083 0.939 0.255  0.153
H 0.610 -1.186 -1.143  0.129
H -1.127 -0.875 -1.384  0.130
H -1.532 -1.844 0.723  0.139

Entry from the Open Molecules 2025 dataset: a single C4H7NO2 molecule (ωB97M-V/def2-TZVPD).

- HOMO-LUMO gap (eV) = 10.28
- E_HOMO (eV) = -9.36
- SMILES = CC(=O)ON1CC1
- molar mass (g/mol) = 101.10
- 2S+1 = 1
- energy above the lowest of the compared OMol25 structures with the same formula, charge and spin (kcal per mole) = 105.0
- LUMO (eV) = 0.92

Last column: Löwdin charge in e.
Atoms and positions in Å:
C -2.500 0.645 0.176  -0.018
C -1.636 -0.471 -0.228  -0.416
O -1.904 -1.555 -0.582  0.157
O -0.162 0.191 -0.245  -0.123
N 0.933 -0.732 -0.199  -0.100
C 1.995 -0.222 0.711  -0.126
C 2.136 -0.208 -0.751  -0.170
H -2.608 0.316 1.336  0.153
H -1.966 1.617 0.110  0.086
H -3.502 0.616 -0.394  0.119
H 2.386 -0.858 1.410  0.063
H 1.936 0.846 1.102  0.128
H 2.038 0.792 -1.210  0.115
H 2.854 -0.975 -1.235  0.132

Entry from the Open Molecules 2025 dataset: a single C4H7NO2 molecule (ωB97M-V/def2-TZVPD).

- HOMO-LUMO gap (eV) = 10.55
- E_HOMO (eV) = -9.61
- SMILES = O=C1CNC[C@@H]1O
- molar mass (g/mol) = 101.10
- 2S+1 = 1
- energy above the lowest of the compared OMol25 structures with the same formula, charge and spin (kcal per mole) = 31.8
- LUMO (eV) = 0.94

Last column: Löwdin charge in e.
Atoms and positions in Å:
O 0.539 -2.245 0.268  0.109
C 0.096 -1.124 0.191  -0.321
C -1.211 -0.642 -0.444  -0.133
N -1.235 0.747 0.006  -0.074
C 0.147 1.165 -0.231  -0.157
C 0.842 0.122 0.658  -0.323
O 2.228 -0.002 0.560  0.003
H -1.106 -0.707 -1.549  0.133
H -2.079 -1.229 -0.142  0.126
H -1.901 1.316 -0.499  0.113
H 0.333 2.199 0.071  0.125
H 0.394 1.014 -1.312  0.134
H 0.527 0.324 1.698  0.166
H 2.427 -0.938 0.724  0.098

Entry from the Open Molecules 2025 dataset: 3 unconnected molecules or ions with the total composition C4H7NO2 (ωB97M-V/def2-TZVPD).

- HOMO-LUMO gap (eV) = 10.98
- E_HOMO (eV) = -9.85
- molar mass (g/mol) = 101.10
- 2S+1 = 1
- energy above the lowest of the compared OMol25 structures with the same formula, charge and spin (kcal per mole) = 53.1
- LUMO (eV) = 1.13

Last column: Löwdin charge in e.
Atoms and positions in Å:
C 0.869 -0.078 1.487  -0.067
C 1.862 0.023 0.365  -0.317
C -1.268 -1.164 -1.328  -0.126
N -1.921 -0.479 -0.484  0.006
C -1.052 2.361 -0.858  0.004
O -0.235 2.599 -0.106  0.012
O 1.580 0.098 -0.809  0.005
H -0.158 -0.081 1.108  0.041
H 1.016 0.766 2.173  0.084
H 1.065 -0.991 2.065  0.083
H 2.930 0.021 0.676  0.115
H -0.300 -1.574 -1.039  0.049
H -1.596 -1.367 -2.355  0.071
H -2.792 -0.135 -0.895  0.040

Entry from the Open Molecules 2025 dataset: a single C4H7NO2 molecule (ωB97M-V/def2-TZVPD).

- HOMO-LUMO gap (eV) = 10.67
- E_HOMO (eV) = -9.89
- SMILES = O[C@@H]1CN=COC1
- molar mass (g/mol) = 101.10
- 2S+1 = 1
- energy above the lowest of the compared OMol25 structures with the same formula, charge and spin (kcal per mole) = 67.6
- LUMO (eV) = 0.78

Last column: Löwdin charge in e.
Atoms and positions in Å:
O 0.811 -0.417 1.674  -0.004
C 0.581 -0.692 0.322  -0.433
C 0.963 0.469 -0.604  -0.168
N 0.178 1.612 -0.149  0.033
C -1.086 1.402 -0.179  -0.294
O -1.686 0.264 -0.549  -0.071
C -0.755 -1.154 -0.054  0.049
H 1.009 0.529 1.754  0.097
H 0.926 -1.747 0.099  0.166
H 0.711 0.181 -1.636  0.128
H 2.028 0.709 -0.545  0.116
H -1.734 2.223 0.171  0.129
H -0.737 -1.606 -1.040  0.116
H -1.196 -1.795 0.737  0.138

Entry from the Open Molecules 2025 dataset: a molecular structure, C4H7NO2 (ωB97M-V/def2-TZVPD).

- HOMO-LUMO gap (eV) = 10.25
- E_HOMO (eV) = -9.62
- molar mass (g/mol) = 101.10
- 2S+1 = 1
- energy above the lowest of the compared OMol25 structures with the same formula, charge and spin (kcal per mole) = 117.6
- LUMO (eV) = 0.62

Last column: Löwdin charge in e.
Atoms and positions in Å:
O -2.184 -0.312 -0.968  -0.102
C -1.411 -0.497 0.084  -0.335
C -0.042 -1.196 -0.049  -0.084
N 0.707 0.022 0.203  -0.116
C -0.315 1.035 0.327  -0.040
C 1.988 0.307 -0.157  -0.321
O 2.443 1.429 -0.193  0.037
H -1.441 0.681 -0.495  0.165
H -1.881 -0.589 1.079  0.147
H 0.123 -1.982 0.696  0.123
H 0.076 -1.594 -1.064  0.133
H -0.466 1.435 1.332  0.118
H -0.167 1.863 -0.387  0.132
H 2.569 -0.602 -0.407  0.142

Entry from the Open Molecules 2025 dataset: a single C4H7NO2 molecule (ωB97M-V/def2-TZVPD).

- HOMO-LUMO gap (eV) = 10.30
- E_HOMO (eV) = -9.61
- SMILES = COCC=C=NO
- molar mass (g/mol) = 101.10
- 2S+1 = 1
- energy above the lowest of the compared OMol25 structures with the same formula, charge and spin (kcal per mole) = 100.7
- LUMO (eV) = 0.69

Last column: Löwdin charge in e.
Atoms and positions in Å:
C -0.294 -1.825 -0.352  -0.114
O 0.925 -1.421 -0.934  -0.186
C 1.488 -0.284 -0.326  -0.238
C 0.663 0.949 -0.594  -0.054
C -0.194 1.459 0.254  -0.087
N -0.847 2.097 1.088  0.007
O -2.180 1.717 1.234  -0.052
H -1.153 -1.237 -0.705  0.086
H -0.433 -2.870 -0.635  0.088
H -0.264 -1.752 0.747  0.093
H 2.484 -0.168 -0.767  0.123
H 1.611 -0.446 0.757  0.125
H 0.704 1.374 -1.594  0.117
H -2.511 2.407 1.826  0.092

Entry from the Open Molecules 2025 dataset: a gas-phase ion, C4H7NO2 (charge +1) (ωB97M-V/def2-TZVPD).

- HOMO-LUMO gap (spin up / spin down) (eV) = 11.04 / 4.34
- E_HOMO (spin up / spin down) (eV) = -15.35 / -14.27
- charge = +1
- molar mass (g/mol) = 101.10
- 2S+1 = 2
- energy above the lowest of the compared OMol25 structures with the same formula, charge and spin (kcal per mole) = 37.5
- LUMO (spin up / spin down) (eV) = -4.31 / -9.93

Last column: Löwdin charge in e.
Atoms and positions in Å:
O -0.835 -0.611 -1.850  0.146
C -0.876 0.426 -1.227  -0.168
C 0.159 0.954 -0.233  -0.272
C 0.267 0.046 1.052  -0.033
C 0.720 -1.379 0.745  -0.171
O 0.636 -2.388 1.402  0.205
N -0.137 2.401 -0.055  0.246
H -1.765 1.089 -1.290  0.147
H 1.123 0.882 -0.735  0.161
H 1.098 0.487 1.646  0.149
H -0.472 0.205 1.845  0.141
H 1.268 -1.359 -0.182  0.140
H 0.689 2.934 0.204  0.139
H -1.018 2.661 0.456  0.168

Entry from the Open Molecules 2025 dataset: a gas-phase ion, C4H7NO2S (charge -2) (ωB97M-V/def2-TZVPD).

- HOMO-LUMO gap (eV) = 5.59
- E_HOMO (eV) = 0.70
- SMILES = [O-]/C=N\[C@H](CO)C[S-]
- charge = -2
- molar mass (g/mol) = 133.17
- 2S+1 = 1
- energy above the lowest of the compared OMol25 structures with the same formula, charge and spin (kcal per mole) = 66.7
- LUMO (eV) = 6.29

Last column: Löwdin charge in e.
Atoms and positions in Å:
O -1.123 0.373 -2.485  -0.176
C -1.293 1.235 -1.611  -0.581
N -0.718 1.365 -0.481  0.017
C 0.252 0.553 0.313  -0.428
C 0.959 -0.578 -0.511  -0.356
O 1.281 0.021 -1.711  -0.197
C -0.457 0.062 1.566  -0.672
S 0.459 -1.352 2.457  -0.067
H -2.052 1.993 -1.823  0.059
H 1.185 1.230 0.579  0.141
H 1.827 -0.900 -0.003  0.041
H 0.388 -1.527 -0.705  0.109
H 0.481 0.094 -2.418  0.087
H -1.421 -0.419 1.268  0.038
H -0.756 0.823 2.187  -0.015

Please write out number 11 again, unchanged.
Entry from the Open Molecules 2025 dataset: a gas-phase ion, C4H7NO2 (charge +1) (ωB97M-V/def2-TZVPD).

- HOMO-LUMO gap (spin up / spin down) (eV) = 11.04 / 4.34
- E_HOMO (spin up / spin down) (eV) = -15.35 / -14.27
- charge = +1
- molar mass (g/mol) = 101.10
- 2S+1 = 2
- energy above the lowest of the compared OMol25 structures with the same formula, charge and spin (kcal per mole) = 37.5
- LUMO (spin up / spin down) (eV) = -4.31 / -9.93

Last column: Löwdin charge in e.
Atoms and positions in Å:
O -0.835 -0.611 -1.850  0.146
C -0.876 0.426 -1.227  -0.168
C 0.159 0.954 -0.233  -0.272
C 0.267 0.046 1.052  -0.033
C 0.720 -1.379 0.745  -0.171
O 0.636 -2.388 1.402  0.205
N -0.137 2.401 -0.055  0.246
H -1.765 1.089 -1.290  0.147
H 1.123 0.882 -0.735  0.161
H 1.098 0.487 1.646  0.149
H -0.472 0.205 1.845  0.141
H 1.268 -1.359 -0.182  0.140
H 0.689 2.934 0.204  0.139
H -1.018 2.661 0.456  0.168

Please write out number 5 again, unchanged.
Entry from the Open Molecules 2025 dataset: a single C4H7NO2 molecule (ωB97M-V/def2-TZVPD).

- HOMO-LUMO gap (eV) = 10.28
- E_HOMO (eV) = -9.36
- SMILES = CC(=O)ON1CC1
- molar mass (g/mol) = 101.10
- 2S+1 = 1
- energy above the lowest of the compared OMol25 structures with the same formula, charge and spin (kcal per mole) = 105.0
- LUMO (eV) = 0.92

Last column: Löwdin charge in e.
Atoms and positions in Å:
C -2.500 0.645 0.176  -0.018
C -1.636 -0.471 -0.228  -0.416
O -1.904 -1.555 -0.582  0.157
O -0.162 0.191 -0.245  -0.123
N 0.933 -0.732 -0.199  -0.100
C 1.995 -0.222 0.711  -0.126
C 2.136 -0.208 -0.751  -0.170
H -2.608 0.316 1.336  0.153
H -1.966 1.617 0.110  0.086
H -3.502 0.616 -0.394  0.119
H 2.386 -0.858 1.410  0.063
H 1.936 0.846 1.102  0.128
H 2.038 0.792 -1.210  0.115
H 2.854 -0.975 -1.235  0.132

Repeat the ninth record exactly.
Entry from the Open Molecules 2025 dataset: a molecular structure, C4H7NO2 (ωB97M-V/def2-TZVPD).

- HOMO-LUMO gap (eV) = 10.25
- E_HOMO (eV) = -9.62
- molar mass (g/mol) = 101.10
- 2S+1 = 1
- energy above the lowest of the compared OMol25 structures with the same formula, charge and spin (kcal per mole) = 117.6
- LUMO (eV) = 0.62

Last column: Löwdin charge in e.
Atoms and positions in Å:
O -2.184 -0.312 -0.968  -0.102
C -1.411 -0.497 0.084  -0.335
C -0.042 -1.196 -0.049  -0.084
N 0.707 0.022 0.203  -0.116
C -0.315 1.035 0.327  -0.040
C 1.988 0.307 -0.157  -0.321
O 2.443 1.429 -0.193  0.037
H -1.441 0.681 -0.495  0.165
H -1.881 -0.589 1.079  0.147
H 0.123 -1.982 0.696  0.123
H 0.076 -1.594 -1.064  0.133
H -0.466 1.435 1.332  0.118
H -0.167 1.863 -0.387  0.132
H 2.569 -0.602 -0.407  0.142